{"formula": "C13H9ClN4O7SSe3SnTe2", "method": "wB97M-V/def2-TZVPD", "elements": ["Sn", "Se", "N", "C", "C", "C", "C", "C", "N", "C", "C", "N", "C", "C", "C", "C", "C", "N", "H", "H", "H", "H", "H", "H", "O", "Cl", "O", "O", "O", "Se", "Te", "Te", "Se", "C", "S", "O", "O", "O", "H", "H", "H"], "xyz": [[0.167, -0.372, 0.128], [2.785, -6.272, -3.533], [1.797, -6.125, -2.037], [1.862, -4.884, -1.660], [1.156, -4.358, -0.494], [0.203, -5.074, 0.187], [-0.434, -4.471, 1.272], [-0.102, -3.186, 1.611], [0.830, -2.459, 0.960], [1.445, -3.033, -0.103], [2.288, -2.171, -0.884], [2.395, -0.889, -0.451], [2.997, -0.010, -1.285], [3.515, -0.347, -2.506], [3.435, -1.671, -2.938], [2.837, -2.592, -2.115], [2.685, -3.999, -2.478], [3.265, -4.539, -3.507], [-0.048, -6.077, -0.129], [-1.193, -5.000, 1.832], [-0.584, -2.660, 2.428], [3.017, 1.010, -0.916], [3.954, 0.414, -3.136], [3.817, -1.974, -3.903], [2.487, -0.724, 2.785], [1.569, 0.372, 2.877], [1.816, 1.114, 4.078], [0.190, -0.107, 2.864], [1.694, 1.242, 1.714], [-3.289, 3.514, 0.281], [-4.249, 5.866, 1.307], [-5.560, 4.746, -0.672], [-1.401, 1.660, 0.168], [-2.126, -1.264, -3.421], [-0.745, -1.836, -2.463], [-0.224, -3.016, -3.123], [-1.280, -2.080, -1.113], [0.177, -0.692, -2.409], [-2.989, -1.881, -3.183], [-1.871, -1.357, -4.475], [-2.306, -0.225, -3.152]], "mulliken_charge": [0.691, 0.123, -0.946, 1.082, 0.602, -0.687, -0.797, -0.390, -0.285, 0.063, 0.217, -0.366, -0.370, -0.804, -0.640, 0.554, 1.022, -0.932, 0.467, 0.401, 0.467, 0.468, 0.397, 0.473, -0.588, 1.720, -0.716, -0.592, -0.578, 0.132, -0.432, -0.455, -0.481, -1.154, 1.346, -0.664, -0.684, -0.662, 0.337, 0.341, 0.322], "gap_ev": [4.11, 4.10], "charge": -2, "lumo_ha": [0.123, 0.123]}